Molecular formula: C2H4N4O2
Method: DFT, wB97M-V/def2-TZVPD

Element x y z (Å)
C1 0.95550 0.85287 -0.19396
C2 -0.48773 0.94542 0.12822
N1 1.64400 1.79550 -0.72246
N2 2.74433 1.27150 -1.21049
N3 2.77892 0.03360 -1.00860
N4 1.68950 -0.33336 -0.41201
O1 -0.97891 0.29018 1.31226
O2 1.19664 -1.59108 -0.35840
H1 -0.87144 1.93325 0.27384
H2 -0.92203 0.43970 -0.85824
H3 -0.77601 -0.65067 1.34640
H4 1.67174 -2.10589 -1.13032

For the highest occupied orbital energy, the calculation gives -10.57 eV. Its total energy is -12190.0349 eV. Its structure (SMILES) is OCc1nnnn1O. The energy above the lowest of the compared OMol25 structures with the same formula, charge and spin is 333.15 kJ/mol. The spin multiplicity is 1. As for the gap between HOMO and LUMO: 0.39466 hartree.